{
  "formula": "C5H11O4P",
  "method": "ωB97M-V/def2-TZVPD",
  "e_lumo_ev": 0.504,
  "smiles": "CC/C=P/O.COC(=O)O",
  "max_force_ev_per_a": 5.00,
  "e_tot_ha": -839.36030,
  "homo_lumo_gap_ev": 8.818,
  "mol_weight_g_mol": 166.11,
  "symbols": ["C", "C", "C", "P", "O", "H", "H", "H", "H", "H", "H", "H", "C", "O", "C", "O", "O", "H", "H", "H", "H"],
  "coordinates": [[1.110682, -1.093185, 2.032337], [0.277033, -0.136276, 1.046007], [-1.124931, -0.611770, 0.809025], [-1.615736, -1.434300, -0.593335], [-3.192458, -1.795680, -0.204273], [0.469115, -1.359860, 2.777220], [1.974902, -0.397618, 2.249013], [1.426272, -2.022133, 1.637356], [0.648531, -0.084101, 0.075799], [0.191912, 0.831583, 1.329431], [-1.663708, -0.293588, 1.736231], [-3.788786, -1.032483, -0.148751], [0.139568, 0.519933, -2.905372], [-1.084060, 0.841207, -2.235354], [-1.109116, 1.868742, -1.340226], [-2.108932, 2.116435, -0.687904], [0.096580, 2.399788, -1.224382], [0.756603, 1.401662, -3.112845], [0.021138, 0.280348, -3.943787], [0.710214, -0.114898, -2.286995], [-0.101604, 3.249316, -0.886217]],
  "atomic_forces_ev_per_a": [[1.06, 4.01, -2.78], [-0.34, -4.36, -0.56], [-0.30, -0.43, 0.42], [-0.32, 0.60, 2.74], [-0.25, 0.08, -0.60], [-1.36, -0.17, 2.77], [-0.69, -1.39, 0.68], [0.48, -0.66, -1.11], [1.83, -0.05, -1.66], [0.23, 2.98, 1.63], [-0.70, -0.87, -1.18], [0.37, -0.20, 0.01], [0.48, 2.30, -0.55], [-0.36, 0.99, -0.18], [-1.82, -2.47, -0.07], [1.73, 0.21, -1.27], [0.25, -0.01, -0.31], [-0.11, 0.25, 0.83], [-1.00, -1.37, -0.16], [0.57, -1.20, 0.24], [0.26, 1.77, 1.11]]
}



{
  "formula": "C5H11O5",
  "method": "ωB97M-V/def2-TZVPD",
  "e_lumo_ev": 3.464,
  "max_force_ev_per_a": 2.91,
  "e_tot_ha": -573.38445,
  "total_charge": -1,
  "homo_lumo_gap_ev": 8.548,
  "mol_weight_g_mol": 151.14,
  "symbols": ["O", "C", "O", "C", "C", "C", "C", "O", "H", "H", "H", "H", "H", "H", "H", "H", "H", "O", "H", "H", "O"],
  "coordinates": [[-0.181678, -1.436964, -2.365699], [-0.616270, -0.428426, -1.782034], [-1.672746, 0.196427, -2.017742], [0.307619, 0.052817, -0.539231], [-0.368604, -0.208764, 0.832635], [0.172924, 0.914069, 1.773303], [1.338018, 0.270485, 2.497345], [1.910695, 0.861433, 3.395281], [0.326737, 1.143020, -0.654718], [1.264051, -0.369890, -0.774787], [-0.217881, -1.255914, 1.170234], [-1.438251, -0.236479, 0.707434], [-0.503004, 1.256235, 2.573551], [0.314398, 1.857018, 1.206142], [1.730153, -0.749004, 2.327093], [-3.546144, 1.896578, -0.173890], [-2.248706, 1.217740, -0.592752], [-2.624157, 1.824492, 0.092005], [2.359880, -2.818817, -2.138205], [1.359451, -1.880941, -2.743575], [2.333512, -2.105114, -2.792387]],
  "atomic_forces_ev_per_a": [[-0.23, -0.45, -0.68], [0.66, 0.14, 1.49], [0.04, 0.17, 0.42], [-2.43, 0.24, -1.59], [0.44, 0.12, -0.74], [-0.93, -1.77, 0.08], [1.17, 2.02, 1.21], [-0.08, -0.18, -0.11], [0.31, -0.16, -0.05], [0.68, -0.25, 0.57], [0.64, 0.65, 0.22], [-0.40, 0.75, -0.08], [-0.06, -0.51, -0.10], [0.67, -0.78, 0.33], [-0.70, -0.06, -0.74], [0.07, 0.05, 0.03], [0.04, 0.13, -0.22], [-0.12, -0.12, -0.10], [0.24, 0.20, -0.24], [0.37, 0.30, 0.01], [-0.39, -0.48, 0.32]]
}



{
  "formula": "C5H11P",
  "method": "ωB97M-V/def2-TZVPD",
  "e_lumo_ev": 0.645,
  "smiles": "[H]/P=C(/C)C(C)C",
  "max_force_ev_per_a": 5.85,
  "e_tot_ha": -538.35009,
  "homo_lumo_gap_ev": 9.246,
  "mol_weight_g_mol": 102.12,
  "symbols": ["H", "P", "C", "C", "C", "C", "C", "H", "H", "H", "H", "H", "H", "H", "H", "H", "H"],
  "coordinates": [[0.775740, -1.377432, -2.186882], [-0.500603, -0.939261, -2.480338], [-0.618630, -0.247862, -0.982594], [-1.904656, 0.253231, -0.414813], [0.883425, 0.098521, 0.002801], [0.751343, 1.438261, 0.717944], [0.866605, -1.226878, 0.845288], [-2.095194, 1.346398, -0.476077], [-2.883388, -0.332425, -0.840357], [-1.837566, -0.031307, 0.747642], [1.669828, 0.183544, -0.728494], [-0.033971, 1.469367, 1.450575], [1.806155, 1.580615, 1.057998], [0.497860, 2.303483, 0.095561], [0.086327, -1.299809, 1.672875], [0.759249, -2.066688, 0.118542], [1.777475, -1.151758, 1.400329]],
  "atomic_forces_ev_per_a": [[1.14, -0.15, -0.48], [-0.68, -0.45, 0.01], [2.17, 2.01, 1.08], [-1.94, -1.63, 1.96], [-5.50, -1.39, -1.44], [1.17, -0.31, -0.49], [-0.34, 1.29, 0.00], [0.31, -0.65, -0.01], [2.47, 1.48, 0.91], [-0.51, 0.73, -2.31], [0.27, -0.53, -0.18], [0.15, -0.32, 0.94], [-1.03, 0.45, 0.65], [0.33, -0.40, -0.53], [0.51, 0.39, -1.45], [0.50, 0.46, 1.01], [0.99, -0.96, 0.33]]
}